Record 1
Below is C47H47GeN2O9RbS4SeTe as an isolated structure, with properties calculated with wB97M-V/def2-TZVPD.

Computed properties:
- Charge: -2
- HOMO-LUMO gap: 6.2 eV
- HOMO: -3.0215 eV

Last column: Mulliken charge in e.
Element x y z (Å)
Te 1.865 -2.833 2.933  0.396
Rb 0.241 -0.596 -0.215  0.404
Se -3.844 -1.558 0.524  -0.031
Ge -4.160 -4.461 -1.083  0.570
S 0.052 0.801 7.732  -0.142
S 2.032 -3.432 -0.976  0.852
S 5.802 4.322 -2.149  -0.231
S -0.509 -1.978 -3.325  0.334
O 2.610 -2.096 -0.859  -0.527
O -1.812 1.070 0.498  -0.411
O -2.653 3.139 0.767  -0.810
O 0.216 -0.746 -2.985  -0.242
O 2.947 -4.488 -0.572  -0.765
O -0.077 1.997 -1.492  0.479
O 0.721 -3.550 -0.340  -0.315
O -1.222 -1.881 -4.587  -0.779
O -1.323 -2.477 -2.230  0.255
N 2.385 1.405 0.447  0.821
N 0.974 0.772 2.681  0.990
C 2.232 2.361 3.985  1.190
C 4.337 3.368 0.460  -1.008
C 3.275 3.352 4.021  -1.097
C 5.059 3.166 -4.293  -0.667
C -2.246 2.300 -3.247  -0.281
C 4.300 2.579 -3.243  -0.402
C 2.998 1.746 -0.653  -0.939
C 2.719 -4.628 -3.278  -0.667
C 4.591 3.099 -2.015  0.361
C -1.948 2.278 0.215  -0.463
C -3.021 4.194 -2.003  -0.106
C 0.116 4.227 0.695  -0.169
C 1.951 1.692 2.784  -0.521
C -3.974 4.447 -2.975  -0.986
C -2.371 -5.172 -0.813  -0.757
C 3.692 3.019 1.656  1.235
C 3.970 3.667 2.909  -1.047
C -4.756 -3.288 0.373  -0.986
C 0.154 4.943 -1.587  -0.213
C -1.785 0.394 6.012  -0.660
C 5.913 4.124 -3.845  -0.346
C -3.210 2.548 -4.219  -0.901
C 0.973 -4.758 2.877  -0.863
C -1.128 2.839 -1.024  3.129
C 0.804 -3.211 -3.642  0.052
C -2.295 -2.271 1.442  0.722
C 0.419 1.139 4.986  0.470
C 3.996 2.748 -0.717  1.137
C 1.055 5.948 -1.263  -0.947
C 1.753 -4.531 -5.458  -0.623
C -0.327 4.072 -0.615  -0.769
C -2.140 3.119 -2.129  -0.876
C -5.407 -5.997 -1.036  -1.321
C 1.500 6.089 0.045  -0.507
C -0.481 0.785 6.092  0.249
C -4.074 3.622 -4.091  -0.325
C 1.653 -2.546 5.044  -1.105
C 1.026 5.224 1.022  -0.673
C -2.360 0.115 7.282  -0.635
C 1.436 2.056 5.100  -0.976
C 1.778 -3.734 -2.763  -0.274
C -1.481 0.299 8.303  -0.408
C 0.814 -3.637 -4.972  -0.647
C -4.382 -3.554 -2.789  -0.895
C 2.721 -5.024 -4.604  -0.593
C 0.242 0.515 3.731  -1.241
C 2.708 2.027 1.592  -0.837
H -5.174 -6.691 -1.847  0.358
H -0.033 -4.716 3.289  0.294
H -1.726 -2.961 0.819  -0.040
H -1.618 -4.388 -0.889  -0.113
H -5.326 -6.539 -0.091  0.358
H -6.440 -5.665 -1.157  0.350
H 0.927 -4.995 1.815  0.120
H 3.472 -5.722 -4.957  0.370
H 4.964 2.885 -5.332  0.391
H 6.599 4.727 -4.417  0.432
H 1.582 -5.488 3.405  0.386
H 2.214 6.865 0.299  0.398
H -0.255 3.557 1.460  0.589
H -5.810 -3.057 0.201  0.432
H -0.399 1.183 -1.908  -0.350
H -1.658 -1.449 1.763  -1.094
H -4.692 -3.796 1.338  0.373
H -2.324 0.338 5.076  0.628
H 1.720 -4.831 -6.499  0.371
H 3.478 3.853 4.961  0.375
H -4.651 5.286 -2.856  0.371
H 1.608 2.576 6.037  0.448
H -2.295 -5.666 0.158  0.390
H 0.055 -3.233 -5.624  0.553
H -1.647 0.162 9.360  0.419
H 1.424 6.611 -2.038  0.365
H -4.825 3.814 -4.849  0.368
H 0.604 -2.553 5.336  0.326
H 3.453 -5.023 -2.593  0.530
H -4.450 -4.286 -3.596  0.329
H 3.564 1.805 -3.401  0.595
H 2.668 1.241 -1.553  0.059
H -5.292 -2.950 -2.786  0.366
H -2.641 -2.782 2.342  0.520
H -3.384 -0.201 7.423  0.395
H 5.088 4.152 0.477  0.370
H -2.160 -5.910 -1.590  0.402
H -3.279 1.884 -5.072  0.460
H -3.521 -2.910 -2.964  0.087
H 2.202 -3.304 5.598  0.441
H -0.169 4.815 -2.614  0.463
H -1.590 1.450 -3.391  0.592
H 4.741 4.428 2.938  0.393
H 1.371 5.317 2.046  0.427
H -0.529 -0.240 3.609  0.347
H 2.073 -1.565 5.268  0.204
H -2.963 4.809 -1.115  0.486

=====

Record 2
Below is C47H47MoN8OPS4 as an isolated structure, with properties calculated with wB97M-V/def2-TZVPD.

Computed properties:
- Charge: -1
- HOMO-LUMO gap (spin up / spin down): 5.3 / 5.5 eV
- Expectation value of S²: 3.811
- HOMO (spin up / spin down): -3.3681 / -3.5259 eV
- Multiplicity: 4

Last column: Löwdin spin population.
Element x y z (Å)
Mo 0.003 0.328 -0.024  1.615
S -1.618 -2.589 3.598  0.014
S -0.482 -1.674 -1.696  0.000
S 2.318 0.523 -1.257  0.025
S -1.622 -3.285 0.858  0.037
P 0.683 3.726 0.006  0.060
O 2.364 -2.082 0.067  0.020
N 2.917 -2.099 -1.084  0.005
N -1.961 -0.021 0.808  0.003
N 0.072 2.389 4.491  -0.005
N -0.418 -2.410 -4.236  0.004
N 0.585 2.212 0.191  0.118
N 0.424 -0.335 -3.844  0.006
N -1.377 1.352 -1.375  0.000
N -2.284 -0.862 1.680  0.083
C -2.937 0.819 0.317  0.000
C 4.226 -2.215 -3.528  0.001
C 1.933 -1.698 3.503  0.011
C 2.719 5.684 0.217  0.001
C 0.467 4.388 -1.687  0.008
C 0.310 1.785 5.784  0.004
C -1.046 -3.675 -4.141  0.000
C -2.335 5.934 2.678  0.002
C 4.020 6.092 0.460  0.000
C -0.131 -1.443 -3.321  0.010
C 3.705 -1.034 -3.048  0.002
C 1.259 4.342 -3.968  0.000
C -1.947 2.657 -3.294  -0.008
C -1.418 -1.189 4.715  0.003
C 0.201 -1.344 1.790  0.067
C 0.290 5.273 -4.328  0.001
C -3.597 2.258 -1.589  -0.005
C -2.217 -6.211 -4.247  0.000
C 3.396 -3.280 -1.566  0.000
C -1.830 4.489 0.826  0.002
C 1.182 -2.212 2.498  0.219
C -1.283 2.134 4.033  0.004
C -1.284 -1.902 1.956  0.052
C -3.251 2.821 -2.779  0.000
C 1.348 3.906 -2.657  0.003
C -2.759 5.105 1.645  0.000
C -0.488 5.329 -2.053  0.001
C -1.524 -5.718 -5.345  0.000
C 3.021 -0.955 -1.831  0.001
C 4.634 3.822 0.962  0.000
C -0.464 4.707 1.018  0.010
C 4.048 -3.369 -2.767  0.003
C -1.060 1.938 -2.537  0.008
C -0.580 5.765 -3.370  0.000
C 1.852 -0.338 3.865  0.291
C -2.318 -5.426 -3.111  0.000
C -0.943 -4.465 -5.289  0.000
C 3.327 3.414 0.728  0.002
C -1.746 -4.162 -3.040  0.000
C 0.359 0.100 2.047  0.239
C 1.093 0.580 3.094  0.029
C -0.047 5.532 2.057  0.003
C -0.981 6.142 2.885  0.000
C 1.079 2.037 3.488  -0.004
C 2.361 4.346 0.365  0.005
C 4.980 5.159 0.837  0.000
C -2.647 1.468 -0.865  -0.006
H -3.923 0.747 0.751  0.000
H -2.040 -0.349 4.405  0.001
H 3.045 2.370 0.804  0.000
H 1.202 -3.255 2.217  0.008
H 0.173 0.693 5.799  0.003
H -0.395 -4.091 -6.148  0.000
H 1.008 5.678 2.250  0.000
H -1.990 2.518 4.772  0.001
H 1.978 6.412 -0.097  0.000
H 4.750 -2.242 -4.474  0.000
H -2.168 3.814 0.048  0.000
H 2.595 -2.351 4.060  -0.006
H 0.766 -0.345 -4.790  0.000
H 2.056 2.338 3.880  -0.001
H 5.999 5.476 1.022  0.000
H -0.083 -2.219 -5.168  0.000
H -3.062 6.400 3.331  0.000
H -0.375 2.219 6.517  0.000
H 4.414 -4.334 -3.091  0.000
H -4.591 2.374 -1.178  0.000
H -1.630 3.119 -4.218  0.000
H -1.429 -6.310 -6.246  0.000
H 5.378 3.086 1.240  0.000
H 4.289 7.136 0.351  0.000
H 3.203 -4.103 -0.894  0.000
H -0.380 -0.867 4.807  0.003
H 1.332 1.999 6.106  0.000
H -0.023 1.842 -2.826  0.001
H -1.841 -3.592 -2.128  0.000
H -1.491 1.066 3.870  0.003
H 2.419 0.030 4.714  0.018
H -0.643 6.761 3.707  0.000
H 0.897 0.279 -3.178  0.001
H -2.667 -7.194 -4.277  0.000
H 0.399 -1.568 0.680  0.020
H -2.848 -5.790 -2.240  0.000
H -1.173 5.726 -1.316  0.000
H 0.870 2.615 2.598  0.000
H -1.336 6.491 -3.643  0.000
H 0.219 5.613 -5.354  0.000
H -1.771 -1.522 5.693  0.000
H -1.459 2.640 3.088  0.000
H 3.802 -0.113 -3.610  0.000
H -3.979 3.408 -3.328  0.000
H 2.096 3.169 -2.384  0.001
H 1.948 3.958 -4.710  0.000
H -3.815 4.919 1.493  0.000

=====

Record 3
Below is C47H47N5P2STi as an isolated structure, with properties calculated with wB97M-V/def2-TZVPD.

Computed properties:
- Charge: +2
- HOMO-LUMO gap (spin up / spin down): 4.6 / 4.5 eV
- HOMO (spin up / spin down): -11.0514 / -11.0661 eV

Last column: Mulliken charge in e.
Element x y z (Å)
Ti -0.897 0.230 0.175  -0.880
S 0.884 2.608 0.662  -0.061
P 0.461 -2.085 0.213  2.439
P 0.796 0.373 -1.739  1.714
N -2.005 0.164 -1.419  -0.220
N -2.199 1.790 0.541  1.258
N -0.820 0.801 2.731  1.350
N 0.639 4.063 2.899  0.092
N 2.420 2.797 2.901  0.200
C -2.456 2.090 -2.984  -1.106
C -2.132 1.607 -4.301  -0.609
C -2.469 -2.342 2.984  -0.879
C -2.436 1.445 -1.791  1.010
C -0.684 0.605 5.118  -0.946
C -2.098 -3.400 3.803  -0.844
C 3.117 -5.119 -0.240  -0.912
C -3.765 4.017 0.644  -1.284
C -2.144 -2.216 -1.748  -2.135
C 1.618 1.507 -2.899  1.006
C 3.396 1.801 2.533  -0.569
C -1.654 -0.895 -2.395  0.837
C -1.640 -1.993 1.928  -0.356
C -1.733 1.473 5.299  -1.296
C -3.566 3.381 -0.561  -0.689
C -0.104 -3.737 2.496  -0.708
C -2.107 0.318 -4.646  -1.022
C 2.667 -5.797 -1.363  -0.650
C -0.433 -2.646 1.691  1.433
C 1.384 4.553 4.057  -0.640
C -2.545 -2.083 -4.466  -1.254
C 0.904 -0.663 3.747  -1.251
C 2.596 2.399 -2.453  -0.441
C 1.297 -3.544 -0.464  1.135
C 2.856 3.248 -4.685  -0.635
C -0.163 -0.823 -2.631  0.141
C -0.251 0.282 3.832  0.223
C -3.185 3.515 1.808  -1.029
C 2.441 -3.998 0.206  -0.966
C -0.082 -2.478 -4.538  -0.834
C -0.926 -4.103 3.549  -0.813
C -1.465 -2.785 -4.833  -0.796
C 1.540 -5.352 -2.035  -1.012
C 1.887 2.364 -5.135  -0.925
C 1.341 3.147 2.209  -0.233
C 1.870 -0.931 0.470  -1.026
C 0.467 -1.618 -3.633  -0.315
C -2.412 2.371 1.732  0.943
C -2.741 2.256 -0.595  -0.340
C 0.857 -4.231 -1.588  -0.505
C 3.209 3.264 -3.341  -0.957
C 1.262 1.503 -4.244  -0.591
C -1.809 1.714 2.922  0.341
C 2.468 3.474 4.197  -0.550
C -2.501 -0.783 -3.717  0.803
C 2.241 -0.467 -0.945  -1.665
C -2.302 2.046 4.175  -1.041
H -0.061 4.600 2.413  0.275
H -0.189 0.145 5.963  0.620
H 1.199 -0.874 2.732  -0.367
H -3.203 -2.359 -1.964  0.543
H 1.814 5.535 3.854  0.338
H 3.998 -5.460 0.286  0.444
H 0.661 -1.606 4.238  0.444
H 1.560 -0.048 1.046  -0.285
H 1.549 -1.535 -3.690  0.356
H -3.516 -0.565 -3.362  0.856
H -2.036 -2.197 -0.666  0.871
H 0.507 0.820 -4.607  0.506
H 3.085 0.224 -0.919  0.967
H 1.758 -0.238 4.277  0.603
H 3.197 -6.672 -1.712  0.428
H 2.731 -1.354 0.992  1.142
H -2.698 3.143 -2.932  0.297
H -4.053 3.726 -1.460  0.568
H 3.338 3.922 -5.379  0.404
H 1.616 2.341 -6.182  0.465
H 2.873 2.429 -1.407  0.200
H 1.189 -5.875 -2.913  0.465
H 3.967 3.950 -2.987  0.465
H -1.619 -3.657 -5.458  0.516
H -1.847 0.049 -5.661  0.356
H -0.005 -3.892 -2.137  0.449
H -1.914 2.362 -5.045  0.475
H 2.250 2.762 4.999  0.299
H 2.806 -3.478 1.083  0.373
H 0.796 -4.303 2.296  0.491
H -3.133 2.725 4.277  0.492
H -2.057 -1.216 1.260  -0.021
H -2.740 -3.699 4.621  0.446
H 2.544 -1.313 -1.569  0.736
H 0.748 4.619 4.937  0.310
H -3.403 -1.819 3.143  0.549
H -4.392 4.896 0.696  0.463
H -3.348 4.019 2.747  0.441
H 4.398 2.221 2.619  0.393
H 3.326 0.928 3.184  0.208
H 0.635 -3.018 -5.148  0.531
H -3.517 -2.436 -4.786  0.521
H -0.662 -4.949 4.168  0.466
H 3.218 1.506 1.502  -0.054
H 3.459 3.893 4.368  0.427
H -2.106 1.709 6.286  0.510
H -1.616 -3.080 -2.135  0.078

=====

Record 4
Below is C47H48N2P2PdSiTe as an isolated structure, with properties calculated with wB97M-V/def2-TZVPD.

Computed properties:
- HOMO-LUMO gap (spin up / spin down): 5.2 / 5.1 eV
- HOMO (spin up / spin down): -6.5453 / -6.5001 eV

Last column: Mulliken charge in e.
Element x y z (Å)
Te -2.150 1.107 -1.521  0.193
Pd -0.081 0.113 -0.293  0.805
P -0.155 -0.141 2.141  1.183
P -1.144 -1.978 -0.687  0.705
Si 2.132 1.208 -1.709  0.516
N -1.898 -2.209 2.086  1.669
N 2.163 -0.140 -0.665  1.056
C -2.665 -3.451 -4.208  -0.712
C -2.150 5.316 -2.710  -0.671
C 1.174 -2.991 -1.706  -0.441
C 1.271 0.719 -3.340  -0.792
C 3.715 -2.759 1.393  0.121
C -1.893 3.957 -2.607  -0.293
C -1.822 -3.173 -3.144  -0.600
C 3.774 1.985 -2.234  -1.433
C 2.064 -0.684 3.811  -0.057
C -4.219 -4.538 4.722  -0.452
C -3.528 2.047 2.959  -0.397
C 5.022 -2.773 0.922  -1.122
C -3.003 3.906 -0.483  -0.085
C -2.329 3.237 -1.500  0.061
C -2.658 -3.005 2.989  -0.180
C 0.131 -3.267 -0.818  0.609
C 4.459 -0.969 -0.590  -0.725
C 2.210 -5.082 -1.162  -0.924
C -2.268 -2.476 0.697  -1.804
C -0.511 -1.959 2.440  -3.529
C -4.011 -2.721 3.157  -0.348
C 0.131 -4.466 -0.114  -0.507
C 1.172 -5.367 -0.286  -0.685
C 2.101 1.882 4.867  -0.624
C -2.839 5.974 -1.701  -0.412
C -4.785 -3.485 4.015  -0.791
C 3.016 -0.336 4.758  -0.846
C -1.622 0.568 2.984  0.380
C -4.416 -2.196 -3.160  -0.968
C -2.269 -2.406 -2.066  1.555
C -1.965 0.171 4.277  -0.392
C 2.203 -3.897 -1.883  -0.582
C 1.152 1.538 3.920  -0.637
C -2.097 -4.068 3.694  -0.055
C 1.176 2.614 -0.819  -0.479
C 2.793 -1.875 0.871  0.947
C -3.577 -1.914 -2.095  -0.298
C -3.884 1.616 4.226  -0.709
C -3.096 0.681 4.888  -0.847
C -2.873 -4.825 4.559  -0.964
C 3.117 -0.954 -0.148  -0.967
C 5.378 -1.862 -0.066  -0.722
C 1.114 0.244 3.397  0.751
C -3.963 -2.964 -4.221  -0.598
C 3.033 0.944 5.290  -0.619
C -2.402 1.519 2.339  0.617
C -3.257 5.266 -0.583  -0.548
H -1.051 -4.312 3.554  0.370
H -3.950 -1.294 -1.291  0.322
H 4.762 -0.273 -1.361  0.219
H -3.051 7.032 -1.786  0.376
H -4.131 2.790 2.452  0.424
H 2.075 -1.682 3.391  0.216
H 1.773 -1.863 1.224  -0.856
H 5.749 -3.469 1.320  0.422
H -0.675 -4.707 0.571  0.337
H -4.448 -1.885 2.623  0.421
H -1.817 5.857 -3.586  0.388
H 2.010 0.296 -4.027  0.279
H 3.020 -3.662 -2.553  0.473
H 3.750 -1.066 5.076  0.450
H 3.773 1.213 6.033  0.387
H 0.558 3.182 -1.516  0.103
H -0.815 -3.563 -3.153  0.323
H -1.339 -0.533 4.812  0.300
H -2.418 -5.648 5.096  0.419
H 3.588 2.889 -2.818  0.379
H -3.367 0.348 5.882  0.444
H 6.397 -1.845 -0.435  0.419
H -3.344 3.364 0.391  0.270
H -5.425 -1.805 -3.160  0.419
H 3.032 -5.777 -1.271  0.400
H 2.116 2.884 5.276  0.426
H -0.379 -2.148 3.503  1.404
H 1.174 -6.294 0.272  0.420
H 1.182 -2.047 -2.236  0.194
H -4.619 -3.181 -5.054  0.388
H -3.194 -1.935 0.485  0.603
H -4.771 2.011 4.705  0.404
H 0.428 2.272 3.587  0.397
H 0.808 1.580 -3.829  0.289
H 0.185 -2.597 1.890  1.273
H -1.358 3.448 -3.401  0.366
H 4.352 1.298 -2.856  0.342
H -3.797 5.768 0.211  0.391
H 1.877 3.300 -0.337  0.397
H -2.487 -3.541 0.536  0.511
H 0.519 2.244 -0.011  -0.181
H -4.822 -5.131 5.398  0.405
H 0.494 -0.027 -3.181  0.109
H 3.413 -3.450 2.174  0.405
H -2.302 -4.053 -5.031  0.436
H -2.126 1.840 1.343  -0.795
H -5.834 -3.251 4.143  0.404
H 4.386 2.259 -1.372  0.357

=====

For reference, F_max by record: 0.69 0.64 2.06 0.86 eV/Å.
For reference, energy by record: -244066.779 -117952.951 -109466.694 -89727.253 eV.
For reference, relative energy (zero: lowest compared OMol25 entry of this formula, charge and spin) by record: 101.6 420.9 61.9 17.6 kJ/mol.